w) Molecular formula: C4H8FN3
Method: DFT, ωB97M-V/def2-TZVPD

ORCA input file:
```
! RIJCOSX wB97M-V def2-TZVPD def2/J DEFGRID3
* xyz 0 1
H 1.20 1.86 0.18
N 0.22 1.67 0.14
C 0.04 0.41 0.00
C 1.13 -0.62 -0.24
C 2.59 -0.30 0.28
F 3.01 0.90 -0.39
N -1.25 -0.11 -0.17
N -2.35 0.71 -0.17
C -3.48 0.16 -0.08
H 0.92 -1.59 0.17
H 1.20 -0.75 -1.33
H 3.31 -1.04 -0.08
H 2.63 -0.07 1.35
H -1.30 -1.03 0.28
H -4.37 0.75 -0.04
H -3.49 -0.94 0.10
*
```

SMILES: [H]/N=C(\CCF)NN=C
Kohn-Sham gap in hartree: 0.3590
LUMO level in eV: 0.75



x) Molecular formula: C4H8FN3
Method: DFT, ωB97M-V/def2-TZVPD

ORCA input file:
```
! RIJCOSX wB97M-V def2-TZVPD def2/J DEFGRID3
* xyz 0 1
C 2.41 0.32 -0.18
N 2.16 -0.93 -0.22
N 0.88 -1.30 -0.01
C -0.11 -0.40 0.47
C -0.95 0.34 -0.57
N -1.46 1.64 -0.24
C -1.56 -0.79 0.19
F -1.75 -2.00 -0.40
H 1.67 1.09 0.05
H 3.43 0.62 -0.39
H 0.71 -2.29 0.03
H 0.10 0.17 1.40
H -0.63 0.18 -1.60
H -0.67 2.28 -0.12
H -1.92 1.62 0.67
H -2.33 -0.56 0.91
*
```

SMILES: C=NN[C@H]1[C@H](N)[C@H]1F
Kohn-Sham gap in hartree: 0.3484
LUMO level in eV: 0.96



y) Molecular formula: C4H8FN3
Method: DFT, ωB97M-V/def2-TZVPD

ORCA input file:
```
! RIJCOSX wB97M-V def2-TZVPD def2/J DEFGRID3
* xyz 0 1
C 0.22 1.72 1.60
C 0.20 0.35 0.77
N 1.19 -0.37 0.75
N 0.97 -1.53 -0.01
N -0.95 0.02 0.14
C -0.93 -0.11 -1.19
C 0.18 -0.30 -2.00
F -0.17 -1.01 -3.21
H 0.98 1.85 2.35
H -0.84 1.51 2.05
H 0.26 2.61 1.01
H 1.47 -2.14 0.55
H -0.05 -1.97 0.05
H -1.90 0.31 0.59
H -1.93 -0.33 -1.63
H 1.28 -0.63 -1.83
*
```

SMILES: C/C(=N/N)N/C=C/F
Kohn-Sham gap in hartree: 0.3229
LUMO level in eV: 0.63



Energies relative to the most stable structure, in kcal/mol: w) 0.0; x) 15.6; y) 50.6.



w) Molecular formula: C12H9ClO3
Method: DFT, ωB97M-V/def2-TZVPD

ORCA input file:
```
! RIJCOSX wB97M-V def2-TZVPD def2/J DEFGRID3
* xyz 0 1
C 3.00 -1.38 0.74
O 3.06 -0.63 -0.45
C 1.83 -0.59 -1.15
C 0.83 0.33 -0.47
C 1.33 1.46 0.15
C 0.50 2.36 0.81
C -0.86 2.12 0.88
C -1.38 0.99 0.28
C -0.55 0.09 -0.41
C -1.19 -1.07 -1.09
O -0.67 -1.67 -2.00
C -2.55 -1.46 -0.64
C -3.32 -0.62 0.04
Cl -4.92 -1.01 0.49
C -2.85 0.76 0.41
O -3.61 1.60 0.81
H 3.27 -2.42 0.55
H 3.70 -0.96 1.46
H 2.00 -1.36 1.20
H 2.06 -0.19 -2.14
H 1.42 -1.59 -1.28
H 2.40 1.62 0.13
H 0.93 3.24 1.27
H -1.52 2.81 1.39
H -2.90 -2.42 -0.99
*
```

SMILES: COCc1cccc2c1C(=O)C=C(Cl)C2=O
Kohn-Sham gap in hartree: 0.3100
LUMO level in eV: -1.40



x) Molecular formula: C12H9ClO3
Method: DFT, ωB97M-V/def2-TZVPD

ORCA input file:
```
! RIJCOSX wB97M-V def2-TZVPD def2/J DEFGRID3
* xyz 0 1
C 0.64 -0.65 3.12
O -0.35 0.36 3.06
C -0.21 1.18 1.91
C -0.70 0.40 0.67
C -1.86 -0.34 0.84
C -2.36 -1.08 -0.20
C -1.67 -1.07 -1.41
C -0.54 -0.34 -1.59
C -0.03 0.44 -0.53
C 1.20 1.26 -0.78
O 1.51 2.27 -0.19
C 2.12 0.80 -1.90
C 1.62 0.06 -2.88
Cl 2.71 -0.41 -4.17
C 0.17 -0.36 -2.92
O -0.36 -0.72 -3.95
H 1.46 -0.41 3.81
H 0.15 -1.56 3.50
H 1.08 -0.91 2.14
H -0.87 2.06 2.00
H 0.82 1.52 1.79
H -2.36 -0.31 1.80
H -3.26 -1.66 -0.04
H -2.05 -1.69 -2.22
H 3.15 1.15 -1.86
*
```

SMILES: COCc1cccc2c1C(=O)C=C(Cl)C2=O
Kohn-Sham gap in hartree: 0.3156
LUMO level in eV: -1.29



Energies relative to the most stable structure, in kcal/mol: w) 0.0; x) 7.0.



w) Molecular formula: C2H4ClFO2
Method: DFT, ωB97M-V/def2-TZVPD

ORCA input file:
```
! RIJCOSX wB97M-V def2-TZVPD def2/J DEFGRID3
* xyz 0 1
C -0.88 0.06 0.40
C 1.16 1.14 -0.39
O -0.65 -1.25 0.27
O 1.61 0.45 -1.43
F 0.75 2.40 -0.73
Cl 2.28 1.28 0.98
H -0.81 0.53 1.36
H -1.55 0.46 -0.35
H -0.03 -1.57 0.94
H 2.21 0.96 -2.00
*
```

Kohn-Sham gap (alpha / beta) in hartree: 0.3078 / 0.3078
LUMO level (alpha / beta) in eV: 0.36 / 0.35



x) Molecular formula: C2H4ClFO2
Method: DFT, ωB97M-V/def2-TZVPD

ORCA input file:
```
! RIJCOSX wB97M-V def2-TZVPD def2/J DEFGRID3
* xyz 0 1
C 0.05 0.72 -0.46
C -1.29 -1.19 -0.56
O -0.47 -1.81 0.27
O -1.24 0.11 -0.63
F -0.84 -1.82 -2.04
Cl -2.97 -1.71 -0.49
H 0.68 0.50 -1.32
H 0.53 0.36 0.45
H -0.15 1.78 -0.39
H -0.53 -2.77 0.17
*
```

Kohn-Sham gap in hartree: 0.4439
LUMO level in eV: 0.64



Energies relative to the most stable structure, in kcal/mol: w) 52.5; x) 0.0.



w) Molecular formula: C7H13N3O4
Method: DFT, ωB97M-V/def2-TZVPD

ORCA input file:
```
! RIJCOSX wB97M-V def2-TZVPD def2/J DEFGRID3
* xyz 0 1
N 3.10 -2.09 -0.04
C 1.94 -1.28 -0.14
O 0.81 -1.76 -0.11
C 2.30 0.11 -0.52
C 1.16 0.97 -1.01
C 0.41 1.63 0.13
N 0.62 0.95 1.39
C -1.13 1.99 -0.11
O -1.60 3.07 0.22
N -1.88 0.89 -0.51
C -1.80 -0.44 -0.27
C -3.12 -1.30 -0.13
O -4.14 -1.10 -0.78
O -3.10 -2.22 0.82
H 3.85 -1.48 0.25
H 2.89 -2.72 0.69
H 3.06 0.10 -1.42
H 2.83 0.46 0.31
H 0.41 0.39 -1.43
H 1.49 1.82 -1.56
H 0.73 2.68 0.47
H 0.78 1.64 2.14
H -0.09 0.39 1.87
H -2.83 1.28 -0.63
H -1.31 -0.70 0.73
H -1.31 -0.99 -1.16
H -4.06 -2.29 0.79
*
```

SMILES: NC(=O)CC[C@H](N)C(=O)NCC(=O)O
Kohn-Sham gap in hartree: 0.3665
LUMO level in eV: 0.58



x) Molecular formula: C7H13N3O4
Method: DFT, ωB97M-V/def2-TZVPD

ORCA input file:
```
! RIJCOSX wB97M-V def2-TZVPD def2/J DEFGRID3
* xyz 0 1
C -2.44 -1.28 1.25
C -2.21 -0.65 -0.10
N -1.08 0.22 -0.08
C 0.19 -0.25 -0.12
O 0.45 -1.43 -0.15
C 1.26 0.86 -0.19
N 0.76 2.13 0.32
C 2.59 0.40 0.55
C 3.60 -0.29 -0.34
N 3.17 -1.36 -1.00
O 4.76 0.14 -0.43
C -3.49 0.08 -0.58
O -4.53 -0.55 -0.72
O -3.32 1.33 -0.90
H -3.30 -1.96 1.17
H -1.57 -1.84 1.60
H -2.66 -0.47 1.96
H -1.95 -1.38 -0.91
H -1.16 1.22 -0.09
H 1.57 1.07 -1.23
H 1.35 2.89 -0.01
H 0.61 2.17 1.33
H 2.48 -0.27 1.41
H 3.02 1.35 0.89
H 2.25 -1.79 -0.90
H 3.85 -1.94 -1.50
H -4.19 1.62 -1.22
*
```

SMILES: C[C@H](NC(=O)[C@@H](N)CC(N)=O)C(=O)O
Kohn-Sham gap in hartree: 0.3559
LUMO level in eV: 0.40



Energies relative to the most stable structure, in kcal/mol: w) 60.4; x) 0.0.



w) Molecular formula: C19H23N3OS
Method: DFT, ωB97M-V/def2-TZVPD

ORCA input file:
```
! RIJCOSX wB97M-V def2-TZVPD def2/J DEFGRID3
* xyz 0 1
C 3.31 3.98 -2.17
O 3.14 2.66 -1.73
C 2.73 2.45 -0.44
C 2.46 3.46 0.48
C 2.04 3.10 1.75
C 1.90 1.78 2.12
C 2.17 0.76 1.20
N 2.05 -0.57 1.64
C 0.77 -0.95 2.19
C -0.27 -1.07 1.05
N 0.37 -1.58 -0.14
C 0.19 -1.04 -1.36
S 1.26 -1.25 -2.61
N -0.90 -0.25 -1.58
C -2.22 -0.46 -1.14
C -3.11 0.61 -1.18
C -4.42 0.42 -0.77
C -4.84 -0.81 -0.31
C -3.96 -1.89 -0.29
C -4.43 -3.24 0.19
C -2.66 -1.70 -0.71
C 1.50 -2.44 0.12
C 2.61 -1.66 0.86
C 2.58 1.12 -0.08
H 3.64 3.90 -3.21
H 4.08 4.51 -1.60
H 2.38 4.55 -2.13
H 2.56 4.50 0.22
H 1.84 3.88 2.47
H 1.61 1.54 3.12
H 0.42 -0.22 2.91
H 0.90 -1.91 2.70
H -1.10 -1.73 1.37
H -0.68 -0.08 0.84
H -0.81 0.35 -2.39
H -2.78 1.57 -1.54
H -5.11 1.25 -0.80
H -5.86 -0.95 0.01
H -4.57 -3.22 1.27
H -3.70 -4.01 -0.06
H -5.38 -3.50 -0.27
H -1.97 -2.54 -0.74
H 1.15 -3.28 0.73
H 1.87 -2.82 -0.83
H 3.35 -1.28 0.17
H 3.11 -2.34 1.56
H 2.78 0.39 -0.85
*
```

SMILES: COc1cccc(N2CCN(C(=S)Nc3cccc(C)c3)CC2)c1
Kohn-Sham gap in hartree: 0.3100
LUMO level in eV: 0.65



x) Molecular formula: C19H23N3OS
Method: DFT, ωB97M-V/def2-TZVPD

ORCA input file:
```
! RIJCOSX wB97M-V def2-TZVPD def2/J DEFGRID3
* xyz 0 1
C 1.54 6.53 1.45
O 0.66 5.83 0.61
C 1.10 4.68 0.03
C 2.37 4.12 0.21
C 2.70 2.96 -0.46
C 1.79 2.32 -1.28
C 0.52 2.86 -1.45
N -0.44 2.27 -2.28
C -0.43 1.00 -2.80
S -0.97 0.76 -4.35
N -0.05 -0.03 -2.01
C 0.04 -1.35 -2.59
C 0.75 -2.27 -1.60
N 0.03 -2.42 -0.35
C -0.78 -3.62 -0.25
C -1.24 -3.85 1.16
C -2.57 -4.10 1.46
C -2.97 -4.31 2.77
C -2.04 -4.26 3.79
C -0.71 -4.00 3.51
C -0.31 -3.80 2.20
C -0.74 -1.24 -0.02
C -0.07 0.02 -0.56
C 0.19 4.04 -0.80
H 2.44 6.86 0.92
H 1.83 5.94 2.32
H 0.99 7.41 1.79
H 3.10 4.59 0.84
H 3.68 2.54 -0.33
H 2.08 1.43 -1.83
H -1.00 2.91 -2.82
H 0.60 -1.29 -3.53
H -0.96 -1.74 -2.83
H 0.90 -3.25 -2.06
H 1.74 -1.86 -1.38
H -0.15 -4.47 -0.56
H -1.66 -3.59 -0.93
H -3.30 -4.13 0.66
H -4.01 -4.51 2.99
H -2.35 -4.42 4.81
H 0.02 -3.97 4.30
H 0.72 -3.60 1.96
H -1.76 -1.30 -0.44
H -0.83 -1.17 1.06
H 0.95 0.09 -0.16
H -0.63 0.90 -0.24
H -0.79 4.48 -0.93
*
```

SMILES: COc1cccc(NC(=S)N2CCN(Cc3ccccc3)CC2)c1
Kohn-Sham gap in hartree: 0.3163
LUMO level in eV: 0.67



Energies relative to the most stable structure, in kcal/mol: w) 0.0; x) 3.6.



w) Molecular formula: C5H9O2S
Method: DFT, ωB97M-V/def2-TZVPD

ORCA input file:
```
! RIJCOSX wB97M-V def2-TZVPD def2/J DEFGRID3
* xyz -1 1
O 2.08 0.62 -2.23
C 1.70 1.14 -1.19
O 2.05 2.17 -0.57
C 0.54 0.30 -0.39
C 0.49 0.60 1.14
C 1.52 -0.33 0.95
S -1.93 -1.81 0.66
C -3.36 -0.61 0.63
H 0.41 -0.72 -0.78
H -0.35 0.78 -0.82
H -0.46 0.36 1.60
H 0.78 1.64 1.26
H 1.32 -1.39 1.04
H 2.55 0.00 0.96
H -3.01 0.39 0.95
H -3.74 -0.53 -0.38
H -4.02 -0.90 1.45
*
```

Kohn-Sham gap in hartree: 0.2043
LUMO level in eV: 2.51



x) Molecular formula: C5H9O2S
Method: DFT, ωB97M-V/def2-TZVPD

ORCA input file:
```
! RIJCOSX wB97M-V def2-TZVPD def2/J DEFGRID3
* xyz -1 1
C -1.00 -1.04 -0.67
C -0.68 0.24 -0.66
C -1.16 1.25 -1.62
C 1.65 -0.26 1.48
C 0.53 0.73 1.17
O -0.78 -0.80 2.96
O -0.01 1.48 3.70
S -0.74 0.68 2.62
H -0.65 -1.73 0.19
H -1.87 -1.27 -1.33
H -1.54 2.09 -1.08
H -0.41 1.66 -2.39
H -2.12 1.01 -2.11
H 2.03 -0.72 0.56
H 1.22 -1.05 2.22
H 2.52 0.22 1.88
H 0.85 1.66 0.86
*
```

Kohn-Sham gap in hartree: 0.2576
LUMO level in eV: 3.62



Energies relative to the most stable structure, in kcal/mol: w) 0.0; x) 16.8.



w) Molecular formula: C3H6NO
Method: DFT, ωB97M-V/def2-TZVPD

ORCA input file:
```
! RIJCOSX wB97M-V def2-TZVPD def2/J DEFGRID3
* xyz 1 1
C -1.23 -0.70 -0.32
C -2.22 0.50 0.31
C -0.09 -1.06 -0.60
N 2.13 0.25 0.28
O -3.45 0.47 -0.04
H 0.44 -1.86 -1.11
H 0.80 -0.12 -0.24
H 2.25 0.01 1.26
H 2.21 1.27 0.23
H 3.09 0.02 -0.11
H -3.93 1.21 0.33
*
```

Kohn-Sham gap (alpha / beta) in hartree: 0.3299 / 0.3299
LUMO level (alpha / beta) in eV: -5.21 / -5.21



x) Molecular formula: C3H6NO
Method: DFT, ωB97M-V/def2-TZVPD

ORCA input file:
```
! RIJCOSX wB97M-V def2-TZVPD def2/J DEFGRID3
* xyz 1 1
C -2.27 0.17 0.01
C -1.12 -0.03 -0.08
C 0.33 -0.39 -0.34
N 1.22 0.77 0.10
O 0.73 -1.48 0.27
H -3.24 0.19 0.33
H 0.28 -0.30 -1.76
H 1.80 0.33 0.80
H 0.56 1.45 0.59
H 1.76 1.19 -0.58
H -0.04 -1.91 0.65
*
```

Kohn-Sham gap in hartree: 0.4200
LUMO level in eV: -3.86



Energies relative to the most stable structure, in kcal/mol: w) 50.7; x) 0.0.



w) Molecular formula: C3H6NO
Method: DFT, ωB97M-V/def2-TZVPD

ORCA input file:
```
! RIJCOSX wB97M-V def2-TZVPD def2/J DEFGRID3
* xyz 1 1
C -1.13 -0.70 -0.17
C 0.19 -0.37 0.50
C -0.31 1.01 0.45
N 0.89 0.52 -0.45
O -1.45 0.75 -0.13
H -1.11 -1.03 -1.13
H -1.87 -1.41 0.44
H 0.66 -0.83 1.24
H -0.18 1.87 1.16
H 1.89 0.81 -0.26
H 0.79 0.57 -1.53
*
```

Kohn-Sham gap in hartree: 0.4512
LUMO level in eV: -3.64



x) Molecular formula: C3H6NO
Method: DFT, ωB97M-V/def2-TZVPD

ORCA input file:
```
! RIJCOSX wB97M-V def2-TZVPD def2/J DEFGRID3
* xyz 1 1
C -1.56 0.51 -0.04
N -0.64 -0.68 0.21
C 0.70 -0.39 -0.11
C 1.86 -0.02 0.12
O 3.11 0.25 0.11
H -1.48 0.72 -1.08
H -2.51 0.46 0.34
H -1.11 1.32 0.53
H -0.96 -0.87 1.21
H -0.83 -1.34 -0.51
H 3.42 0.04 -0.78
*
```

SMILES: C[NH2+]C#CO
Kohn-Sham gap in hartree: 0.3827
LUMO level in eV: -4.22



Energies relative to the most stable structure, in kcal/mol: w) 0.0; x) 11.3.